(1)
C3H3NOS2 | ωB97M-V/def2-TZVPD

XYZ file:
```
10
Properties=species:S:1:pos:R:3
O 0.724 -0.760 0.165
H 0.326 1.409 -0.267
N -0.678 -0.712 1.897
C -0.133 -1.190 -0.557
S 0.052 2.940 1.512
S -0.052 -1.216 -2.331
H -1.078 -1.621 -0.197
C 0.038 1.514 0.766
C -0.361 0.287 1.403
H 1.162 -0.652 -2.391
```

Properties
Relative energy (zero: lowest compared OMol25 entry of this formula, charge and spin) ... 87.8 kcal per mole
Molecular weight ... 133.20 g/mol
LUMO level ... -1.4733 eV
Structure (SMILES) ... N#CC=S.O=CS
Orbital gap ... 8.1 eV
E ... -28364.02876 eV



(2)
C10H13O3 | ωB97M-V/def2-TZVPD

XYZ file:
```
26
Properties=species:S:1:pos:R:3
H -1.298 -2.516 0.736
H -1.180 -2.725 -0.995
O -2.338 0.050 0.718
C 0.496 -1.739 -0.119
C -0.845 1.943 0.499
C 1.976 -0.263 1.099
H 0.131 1.480 0.606
H 2.454 0.117 1.996
H 2.019 0.409 -2.238
C 0.866 -1.069 -1.277
H -2.150 1.791 -1.230
O -2.203 1.428 2.408
H -0.594 2.857 1.026
H -0.517 1.451 -1.595
C -0.608 -2.765 -0.061
H 0.976 -1.962 1.945
H -0.245 -3.788 0.079
C 1.169 -1.365 1.060
H -0.997 3.146 -1.307
H 0.352 -1.336 -2.189
C 2.370 0.485 -0.093
H -1.854 -0.299 -0.061
O 3.093 1.513 -0.025
C -1.136 2.121 -0.993
C 1.889 -0.110 -1.295
C -1.829 1.145 1.306
```

Properties
Relative energy (zero: lowest compared OMol25 entry of this formula, charge and spin) ... 25.5 kcal per mole
Molecular weight ... 181.21 g/mol
LUMO level ... 3.3772 eV
Total charge ... -1
Orbital gap ... 6.4 eV
E ... -16724.67803 eV



(3)
C4H10S | ωB97M-V/def2-TZVPD

XYZ file:
```
15
Properties=species:S:1:pos:R:3
H 1.730 -0.154 -2.295
H -2.156 -1.834 -0.236
C -0.248 -1.349 0.907
C -1.751 -1.152 0.515
H -1.665 -0.258 -0.017
H 0.102 -2.333 1.210
H 0.366 -1.149 -0.141
C 0.747 1.615 -3.265
H 0.385 0.725 -1.330
H 0.385 1.042 1.031
H -0.038 2.293 -3.151
S 0.186 0.149 2.022
H -2.321 -1.218 1.533
H 1.513 1.800 -4.010
C 1.039 0.668 -2.314
```

Properties
Relative energy (zero: lowest compared OMol25 entry of this formula, charge and spin) ... 56.2 kcal per mole
Molecular weight ... 90.19 g/mol
LUMO level ... 0.8869 eV
Structure (SMILES) ... C=C.CCS
Orbital gap ... 10.0 eV
E ... -15142.92974 eV



(4)
C52H57BrN3O4P3RuTe2 | ωB97M-V/def2-TZVPD

XYZ file:
```
123
Properties=species:S:1:pos:R:3
Te 0.791 0.265 -2.825
H -1.283 -2.573 -2.689
H 4.470 2.761 2.858
C 3.098 -2.626 -1.615
H -2.762 2.486 -1.611
C 3.834 -0.919 3.701
C 0.577 -0.332 -4.888
H 1.579 4.613 -1.852
C 0.297 2.899 0.895
C 1.060 -2.802 -4.393
H 4.490 3.881 -2.487
H -0.524 2.615 -6.203
H 2.258 -2.156 -2.104
C 3.260 -1.123 2.457
C 0.727 -3.952 0.823
C 0.118 2.132 -5.467
C 5.252 -3.676 -1.726
H 0.777 -3.246 3.365
H -2.449 -1.810 2.706
H 5.024 1.229 2.165
C 1.628 -2.583 3.455
H 1.784 -2.850 5.575
C 4.345 2.069 2.025
C 0.133 0.757 3.719
H 3.654 -0.625 1.581
H 1.708 -7.055 1.820
C 5.235 -3.819 -0.345
H 3.323 1.690 2.019
C -3.539 0.461 -3.115
H 2.516 -4.773 1.675
P -0.986 0.145 2.396
H -2.171 -0.925 4.222
C -0.578 -4.271 0.402
H -2.501 -3.760 -0.480
H -1.267 3.006 3.169
C -0.699 2.901 -0.093
H -0.906 -1.979 3.548
N -1.023 1.705 -0.720
H 3.667 5.384 -2.918
C -1.928 -1.715 -2.840
Te 3.517 0.708 -3.250
H 6.071 -4.285 0.162
C -4.740 1.761 2.072
H 1.064 -0.480 -9.654
H -3.147 4.566 3.080
C 0.086 5.255 1.209
C 4.658 2.784 0.726
C -4.552 3.096 2.394
H -0.334 2.248 -4.485
C -2.232 2.649 2.844
H 0.786 1.961 1.115
H 2.106 3.469 -3.096
O 2.262 2.876 -1.124
C 2.167 -1.981 2.320
H -0.482 -1.304 -9.488
P 3.099 1.531 -1.024
C 0.692 4.052 1.538
C 3.312 -1.548 4.824
Br 0.636 6.847 2.095
C 3.711 4.581 -2.182
C 3.058 -2.782 -0.237
H 0.598 1.703 3.445
C 0.328 0.682 -5.830
H 1.471 4.032 2.290
H 0.523 -3.695 -4.715
H 3.978 5.011 -1.217
C -3.674 0.875 2.120
H 1.079 2.655 -5.471
C 1.064 -6.289 1.409
C 0.528 -0.939 -7.629
C -1.620 -3.335 0.002
H 0.919 0.017 3.874
C 2.198 -2.364 4.701
H -4.720 -0.716 -4.440
C -1.006 -5.604 0.446
H 4.212 -2.898 -3.428
H -4.152 1.351 -3.183
H 4.704 -0.283 3.797
C -3.300 3.532 2.799
H -5.720 1.400 1.788
H 2.127 -3.034 -4.408
C -1.708 -1.283 3.303
N -1.554 -0.585 -2.208
C -1.276 4.140 -0.417
H -2.006 -5.839 0.101
H -0.561 -7.626 0.983
C -2.082 1.643 -1.527
C 2.358 3.901 -2.124
H -2.837 -0.623 0.249
C 4.188 -3.057 -2.357
H -3.862 -0.172 1.906
H -0.437 0.887 4.639
O -2.895 -1.559 0.009
H 6.096 -4.037 -2.299
C 0.537 -1.255 -9.098
O 4.517 1.927 -0.434
C 0.311 0.357 -7.180
C -3.039 -1.821 -3.627
H -1.343 6.247 -0.043
H 4.016 3.658 0.605
C -2.389 0.505 -2.283
H 5.698 3.105 0.702
C -3.854 -0.677 -3.793
H 0.125 1.144 -7.902
C -2.399 1.313 2.485
O 2.322 0.593 -0.151
H 4.208 -3.446 1.474
C 4.160 -3.364 0.397
N -1.658 -2.104 0.318
C -0.204 -6.606 0.948
H 0.779 -2.579 -3.370
H 0.896 -2.951 -7.006
H -2.024 4.216 -1.194
P 1.514 -2.284 0.639
C -0.891 5.302 0.230
Ru -0.049 -0.428 -0.134
H 1.019 -2.212 -9.291
H 3.776 -1.409 5.791
H -5.383 3.788 2.347
C 0.739 -1.927 -6.681
C 0.767 -1.651 -5.318
C 1.517 -4.984 1.330
H -3.278 -2.756 -4.112
```

Properties
Molecular weight ... 1317.14 g/mol
LUMO level (spin up / spin down) ... -2.5613 / -3.3100 eV
Total charge ... +1
Orbital gap (spin up / spin down) ... 5.5 / 6.4 eV
Multiplicity ... 6
E ... -182581.98804 eV



(5)
C4H6S2 | ωB97M-V/def2-TZVPD

XYZ file:
```
12
Properties=species:S:1:pos:R:3
C 1.585 0.622 -0.311
H 1.292 1.529 -0.913
H 3.207 -0.301 0.914
C 2.773 0.508 0.229
C -1.145 0.031 -0.073
H -1.869 -1.973 0.058
H -2.866 -0.789 1.027
S -1.512 1.639 -0.067
H 3.468 1.377 0.051
H -3.031 -0.914 -0.730
S 0.414 -0.768 -0.272
C -2.315 -0.960 0.087
```

Properties
Relative energy (zero: lowest compared OMol25 entry of this formula, charge and spin) ... 21.2 kcal per mole
Molecular weight ... 118.23 g/mol
LUMO level ... -0.1588 eV
Structure (SMILES) ... C=CSC(C)=S
Orbital gap ... 8.4 eV
E ... -25914.37102 eV



(6)
CHClF2N2 | ωB97M-V/def2-TZVPD

XYZ file:
```
7
Properties=species:S:1:pos:R:3
Cl 1.572 -2.379 -0.063
H 0.170 0.894 -0.366
N 0.095 -0.207 -0.235
C 1.089 -0.888 -0.144
N 3.228 0.572 -0.534
F 2.436 1.701 -0.592
F 3.694 0.523 0.797
```

Properties
Relative energy (zero: lowest compared OMol25 entry of this formula, charge and spin) ... 47.5 kcal per mole
Molecular weight ... 114.48 g/mol
LUMO level (spin up / spin down) ... 0.8721 / -1.6530 eV
Orbital gap (spin up / spin down) ... 8.2 / 9.6 eV
Multiplicity ... 3
E ... -21983.15241 eV